No. 1
A structure of composition C8H9BBiF4I2LaO4S in a non-equilibrium geometry. Source: the Open Molecules 2025 dataset; level of theory: the ωB97M-V functional and the def2-TZVPD basis.

Last column: Löwdin charge in e.
Element x y z (Å)
I 2.2056 -1.8604 0.9817  0.84
I 3.4102 1.9388 0.0312  0.59
La 0.6870 0.7297 1.6891  1.33
Bi -2.6968 -0.9193 1.2646  1.67
S 0.7798 -0.2261 -0.8266  0.32
C -2.3097 -2.2776 -0.8406  -0.11
C -2.2106 -2.1639 3.2780  -0.08
C 0.3910 0.0822 -2.5877  -0.86
C 1.3290 1.0884 -3.2532  -0.06
C -1.0745 0.5115 -2.6338  -0.07
C 0.5689 -1.3053 -3.2014  -0.09
C -1.4149 1.8517 3.5059  0.00
C -2.4767 1.3359 1.2419  -0.34
O -1.8334 -2.2796 4.3598  0.25
O -2.5563 -3.1032 -1.5843  0.24
O -2.1850 1.8733 4.3570  0.21
O -3.2794 2.1829 1.0473  0.24
H 1.0693 1.1627 -4.3330  0.14
H 2.3688 0.7419 -3.1427  0.10
H 1.2273 2.0774 -2.7771  0.09
H -1.4123 0.6574 -3.6727  0.15
H -1.1845 1.4727 -2.1213  0.09
H -1.7277 -0.2381 -2.1480  0.04
H 0.3385 -1.3311 -4.2655  0.13
H -0.0829 -2.0294 -2.6877  0.07
H 1.6072 -1.6205 -3.0678  0.10
F 3.1139 0.3173 3.2878  0.02
B 2.1410 0.3345 4.3338  -1.24
F 2.5533 -0.2808 5.4848  0.23
F 1.6964 1.6566 4.4759  0.13
F 0.9576 -0.3795 3.8044  -0.14

Calculated values
HOMO level (alpha / beta)   -0.8288 / -0.8179 hartree
Frontier orbital gap (alpha / beta)   4.3483 / 4.7152 eV
Multiplicity   1
Net charge   +4

No. 2
A cluster of 3 separate species, C2H9NS in total in a non-equilibrium geometry. Source: the Open Molecules 2025 dataset; level of theory: the ωB97M-V functional and the def2-TZVPD basis.

Last column: Löwdin charge in e.
Element x y z (Å)
S 0.0958 2.6979 1.7177  0.20
H -1.1588 2.3633 1.2266  -0.32
C -1.0459 -0.5069 -0.4180  -0.13
C 0.3811 -0.9966 -0.1362  -0.40
N 1.3897 0.0009 -0.5009  -0.04
H -1.6766 -1.4169 -0.3671  0.09
H -1.4059 0.2526 0.2963  0.01
H -1.0686 -0.0392 -1.4153  0.08
H 0.5319 -1.3515 0.8891  0.10
H 0.5533 -1.8435 -0.8192  0.10
H 1.1405 0.5274 -1.3287  0.07
H 2.3528 -0.2557 -0.3067  0.08
H -0.0892 0.5681 1.1624  0.15

Calculated values
HOMO level   -0.3193 hartree
Frontier orbital gap   7.7133 eV
Multiplicity   1
Relative energy (zero: lowest compared OMol25 entry of this formula, charge and spin)   92.3 kcal/mol

No. 3
A cluster of 10 separate species, C36H50F9N2O29 in total. Source: the Open Molecules 2025 dataset; level of theory: the ωB97M-V functional and the def2-TZVPD basis.

Last column: Löwdin charge in e.
Element x y z (Å)
C -6.1619 0.8460 2.5193  -0.04
O -5.0463 -0.0520 2.4849  -0.16
C -4.5431 -0.3704 3.7216  -0.17
N -3.3292 -1.2455 3.5054  -0.05
C -2.5209 -0.8781 2.2775  -0.10
C -1.8355 0.4856 2.3989  -0.13
C -0.3032 0.4464 2.5860  -0.24
N 0.1048 0.6247 3.9862  0.02
C -2.5177 -1.3265 4.7767  -0.12
C -1.4754 -2.4249 4.7136  -0.17
C -2.0637 -3.8353 4.5856  -0.16
C -1.8555 -4.4045 3.1842  -0.28
O -2.4589 -5.6670 2.9914  -0.04
H -6.7744 0.6873 3.4130  0.10
H -6.7718 0.6364 1.6401  0.09
H -5.8131 1.8829 2.5007  0.10
H -4.2066 0.5033 4.2998  0.15
H -5.2482 -0.9583 4.3272  0.16
H -3.6765 -2.1953 3.3603  0.16
H -3.2231 -0.9022 1.4489  0.10
H -1.8068 -1.6974 2.1369  0.11
H -2.2533 1.0637 3.2306  0.11
H -2.0835 1.0453 1.4899  0.11
H 0.0903 -0.5062 2.2066  0.11
H 0.1374 1.2246 1.9504  0.11
H 0.5692 1.5107 4.1288  0.07
H 0.7814 -0.0769 4.2549  0.05
H -3.2498 -1.5541 5.5649  0.14
H -2.0795 -0.3442 4.9611  0.12
H -0.7960 -2.2433 3.8699  0.10
H -0.8693 -2.3112 5.6190  0.13
H -3.1444 -3.8236 4.7953  0.12
H -1.6160 -4.5106 5.3235  0.13
H -0.7831 -4.4399 2.9454  0.14
H -2.3260 -3.7455 2.4392  0.09
H -1.9487 -6.3234 3.4691  0.10
C -4.1515 -4.6044 -0.0001  -0.06
C -3.2680 -3.5266 -0.6053  -0.32
O -3.2899 -3.8399 -1.9687  0.14
C -4.4388 -4.5376 -2.2414  -0.53
O -4.8473 -4.7680 -3.3201  0.21
O -5.0353 -4.8980 -1.0757  0.08
F -1.9915 -3.5899 -0.1298  0.06
H -3.5576 -5.4842 0.2538  0.14
H -4.7234 -4.2820 0.8662  0.13
H -3.6209 -2.5014 -0.4708  0.14
C 4.0609 1.5957 7.2070  -0.02
C 2.6248 1.0926 7.1982  -0.30
O 2.4957 0.5776 5.8807  0.10
C 3.7331 0.2643 5.4059  -0.56
O 3.9238 -0.3580 4.4154  0.17
O 4.6771 0.7555 6.2221  0.07
F 1.7185 2.0780 7.3707  0.08
H 4.0938 2.6316 6.8673  0.15
H 4.5769 1.4871 8.1546  0.15
H 2.4136 0.2928 7.9095  0.17
C 2.9246 -0.4994 -0.6603  -0.01
C 3.1024 0.9256 -0.1547  -0.29
O 1.8560 1.5244 -0.4859  0.14
C 0.9264 0.5522 -0.6085  -0.57
O -0.2454 0.7493 -0.6901  0.14
O 1.4967 -0.6594 -0.5905  0.09
F 4.0913 1.5770 -0.8023  0.09
H 3.2458 -0.5721 -1.7004  0.12
H 3.4108 -1.2598 -0.0591  0.15
H 3.2627 1.0222 0.9205  0.17
C -10.5054 0.8574 0.7715  -0.04
C -10.6425 2.2055 0.0779  -0.31
O -10.1773 3.1098 1.0680  0.15
C -9.3742 2.4480 1.9292  -0.56
O -8.6677 2.9435 2.7412  0.18
O -9.4620 1.1145 1.7164  0.05
F -11.9191 2.5012 -0.2330  0.09
H -11.4271 0.6242 1.3059  0.15
H -10.2243 0.0384 0.1179  0.14
H -10.0291 2.3269 -0.8170  0.17
C 4.6401 0.7193 -4.0899  -0.03
C 6.0502 0.4877 -4.5986  -0.29
O 6.5370 -0.4984 -3.7024  0.15
C 5.4901 -1.1545 -3.1480  -0.56
O 5.5678 -2.1178 -2.4638  0.18
O 4.3304 -0.5386 -3.4790  0.03
F 6.8259 1.5926 -4.5011  0.08
H 4.6298 1.4894 -3.3160  0.14
H 3.9151 0.9448 -4.8637  0.12
H 6.1060 0.1070 -5.6193  0.17
C 1.1845 1.2605 -8.5054  -0.02
C 1.6024 2.0330 -7.2641  -0.29
O 2.6732 1.2348 -6.7729  0.10
C 3.2082 0.5364 -7.8101  -0.57
O 4.2579 -0.0190 -7.7606  0.17
O 2.3990 0.5955 -8.8723  0.07
F 0.6320 2.0818 -6.3221  0.08
H 0.4287 0.5175 -8.2475  0.15
H 0.8508 1.8875 -9.3253  0.14
H 1.9647 3.0422 -7.4581  0.15
C 8.7977 -0.9810 4.8323  -0.04
C 7.8902 -0.5172 5.9587  -0.32
O 8.5861 0.5951 6.4735  0.13
C 9.3925 1.1012 5.4934  -0.55
O 9.9372 2.1465 5.5443  0.19
O 9.4491 0.2324 4.4581  0.07
F 7.7446 -1.4465 6.9359  0.07
H 9.5321 -1.6903 5.2179  0.15
H 8.2763 -1.3970 3.9765  0.14
H 6.8980 -0.1924 5.6436  0.15
C -4.1055 1.5394 -1.6441  -0.05
C -3.3734 0.2161 -1.5001  -0.29
O -3.5873 -0.3935 -2.7429  0.14
C -3.8467 0.5764 -3.6760  -0.53
O -3.8806 0.4014 -4.8392  0.21
O -4.0455 1.7622 -3.0478  0.08
F -3.9336 -0.5717 -0.5211  0.02
H -5.1479 1.4203 -1.3382  0.14
H -3.6436 2.3689 -1.1175  0.14
H -2.3064 0.2986 -1.2983  0.14
C 5.3815 2.6265 -10.3532  -0.03
C 6.1078 3.8931 -9.9278  -0.30
O 5.0404 4.8074 -9.7221  0.15
C 3.9126 4.1081 -9.4685  -0.55
O 2.9007 4.5590 -9.0414  0.17
O 4.1021 2.8009 -9.7374  0.06
F 6.9245 4.3729 -10.8879  0.09
H 5.2608 2.6161 -11.4372  0.15
H 5.8305 1.7013 -10.0071  0.14
H 6.6741 3.8086 -8.9987  0.17

Calculated values
HOMO level   -0.4599 hartree
Frontier orbital gap   10.1813 eV
Multiplicity   1
Net charge   +1

No. 4
A cluster of 2 separate species, C2H5NO2S in total in a non-equilibrium geometry. Source: the Open Molecules 2025 dataset; level of theory: the ωB97M-V functional and the def2-TZVPD basis.

Last column: Löwdin charge in e.
Element x y z (Å)
C 1.1479 -1.2831 -0.7302  0.05
C -2.4520 0.9456 -0.2592  -0.64
N 1.4439 -0.2219 -0.0914  -0.42
O 1.4835 0.9308 -0.4943  0.00
O 1.7011 -0.4738 1.2369  0.05
S -2.3628 -0.5327 0.3592  0.66
H 0.7318 -2.1984 -0.4339  0.08
H 1.0001 -1.2559 -1.7596  0.07
H -1.6927 1.2332 -0.9641  -0.01
H -3.2690 1.6188 0.0382  0.01
H 2.0539 0.3627 1.6428  0.15

Calculated values
HOMO level (alpha / beta)   -0.2576 / -0.3441 hartree
Frontier orbital gap (alpha / beta)   7.7774 / 7.2024 eV
Multiplicity   3
Relative energy (zero: lowest compared OMol25 entry of this formula, charge and spin)   66.5 kcal/mol

No. 5
The ion C8H9Br2N2O with charge +1 in a non-equilibrium geometry. Source: the Open Molecules 2025 dataset; level of theory: the ωB97M-V functional and the def2-TZVPD basis.

Last column: Löwdin charge in e.
Element x y z (Å)
C 0.7587 -0.0942 0.5787  -0.28
C 0.1276 1.0430 0.0811  -0.25
C 2.2088 1.9513 -0.3716  -0.31
C 0.1321 -1.1466 1.2094  -0.02
C -2.4082 0.8591 -0.2935  -0.07
C 2.2687 -0.1630 0.1590  -1.10
C 0.7110 -2.4871 1.4972  -0.05
C -2.9257 0.3687 -1.5796  -0.02
N -1.1707 1.0704 -0.0485  0.20
N 0.8467 2.0685 -0.4459  0.18
O 3.1290 2.5249 -0.8163  0.17
Br 3.5658 -0.3951 1.4960  0.78
Br 2.6564 -0.9737 -1.5846  0.70
H -0.9780 -1.0202 1.4729  0.15
H -3.0880 1.0780 0.4809  0.13
H 1.1476 -2.6042 2.4494  0.08
H 1.6315 -2.5108 0.8041  0.08
H 0.0459 -3.2689 1.3163  0.07
H -2.1055 -0.1732 -2.0264  0.09
H -3.1710 1.2135 -2.2477  0.11
H -3.8200 -0.3005 -1.3507  0.13
H 0.4372 2.9602 -0.7802  0.21

Calculated values
HOMO level   -0.4452 hartree
Frontier orbital gap   7.3326 eV
Multiplicity   1
Net charge   +1

No. 6
A cluster of 2 separate species, BrClO2S in total in a non-equilibrium geometry. Source: the Open Molecules 2025 dataset; level of theory: the ωB97M-V functional and the def2-TZVPD basis.

Last column: Löwdin charge in e.
Element x y z (Å)
O -0.0199 -0.7077 0.8398  -0.43
O -1.1456 -0.2595 -1.2595  -0.44
S 0.0240 -0.8059 -0.5544  0.82
Cl 4.7510 1.3849 0.7379  -0.09
Br 3.5232 -0.2125 0.0218  0.14

Calculated values
HOMO level   -0.3991 hartree
Frontier orbital gap   9.2419 eV
Multiplicity   1
Relative energy (zero: lowest compared OMol25 entry of this formula, charge and spin)   2.8 kcal/mol